DFT (wB97M-V/def2-TZVPD) results for one molecule with the formula C4H7ClS in a non-equilibrium geometry.

The calculation puts the HOMO energy at -8.95 eV. As for the spin multiplicity: 1. The LUMO energy is 0.8100 eV. Its SMILES is C/C(Cl)=C/CS. Its total charge is 0.

The geometry in XYZ format:
```
13
Properties=species:S:1:pos:R:3:forces:R:3
C -1.78386 1.65012 -0.19501 -1.468 -1.071 -1.097
C -1.10122 0.41012 0.18256 1.205 0.622 0.572
Cl -1.85860 -1.07323 -0.16239 -0.365 -0.769 -0.254
C 0.15443 0.47952 0.60817 0.295 1.644 0.856
C 1.17468 -0.55539 0.59470 0.639 -1.166 1.123
S 2.56752 0.12978 -0.29805 1.270 -0.273 -1.152
H -1.05769 2.33678 -0.43922 1.502 1.627 -0.851
H -2.42397 2.13472 0.45779 -1.224 0.517 2.143
H -2.45708 1.48671 -1.02950 0.251 -0.152 -0.564
H 0.60099 1.47527 0.95375 -1.103 -1.137 -0.837
H 1.51614 -0.88140 1.59751 -0.207 0.282 -0.426
H 0.85640 -1.42773 0.07836 -0.415 -0.780 -0.365
H 2.81693 -0.86218 -1.23180 -0.379 0.656 0.851
```
Forces are in eV/Å.

DFT (wB97M-V/def2-TZVPD) results for a 2-piece molecular cluster, C10H10FNO2 overall in a non-equilibrium geometry.

The calculation puts the HOMO energy (alpha / beta) at -7.44 / -9.02 eV. As for the spin multiplicity: 1. The LUMO energy (alpha / beta) is -0.4884 / -0.6960 eV. Its total charge is 0.

The geometry in XYZ format:
```
24
Properties=species:S:1:pos:R:3:forces:R:3
C -2.58221 0.67607 0.61996 2.729 -0.712 -1.286
C -2.00948 1.61619 -0.30689 -3.223 2.734 0.588
C -1.84803 -0.51135 0.78343 -1.152 -0.621 1.589
C -0.96210 1.36332 -1.08586 1.658 -1.570 -0.844
C -0.71528 -0.81319 0.00672 -1.929 0.626 0.317
C -0.34916 0.04017 -1.00541 -0.198 2.817 -1.424
C 1.27156 2.36246 0.50511 0.528 0.188 -1.565
C 0.10916 -1.88908 0.40981 1.157 -0.514 3.112
C 0.61394 -0.21760 -1.94685 1.294 -2.022 0.076
C 1.50538 -1.36518 1.07676 -0.474 -1.841 -0.975
N 2.27954 -0.53007 0.32746 1.516 1.199 -2.204
O 1.03424 1.67854 1.37444 -0.855 -1.233 2.859
O 1.53437 2.96625 -0.43378 0.380 1.265 -1.047
F 3.20439 -1.23186 -0.46504 -0.306 -0.494 0.276
H -3.43761 0.92972 1.17866 -0.806 0.100 0.580
H -2.53541 2.64809 -0.46688 0.921 -1.973 0.587
H -2.12193 -1.30124 1.60740 0.311 1.747 -1.637
H -0.48609 2.05400 -1.80684 -0.776 -0.279 0.554
H -0.46617 -2.38733 1.22187 0.945 -0.382 -0.588
H 0.59835 -2.52848 -0.24001 -0.169 -1.607 -1.958
H 0.96981 -1.27397 -2.07160 -0.125 1.301 -0.023
H 1.05661 0.56636 -2.54253 -0.120 -0.077 -0.178
H 1.28121 -0.65635 1.75877 -1.353 1.733 3.164
H 2.05490 -2.19548 1.50130 0.048 -0.383 0.027
```
Forces are in eV/Å.

DFT (wB97M-V/def2-TZVPD) results for C45H55N6O2S2SbTi as an isolated structure in a non-equilibrium geometry.

The calculation puts the HOMO energy (alpha / beta) at -4.53 / -4.90 eV. As for the spin multiplicity: 2. The LUMO energy (alpha / beta) is 1.8179 / 1.8131 eV. The expectation value of S² is 0.7594. Its total charge is -1.

The geometry in XYZ format:
```
112
Properties=species:S:1:pos:R:3:forces:R:3
Ti -0.46058 -0.01453 0.86322 0.318 -0.138 -1.625
C 0.10175 -4.51923 0.50212 0.035 -0.053 0.169
C 0.25929 -4.06880 1.93472 -0.010 -0.203 -0.113
C 0.98162 -4.84982 2.83903 -0.015 0.081 -0.013
C 1.11344 -4.48008 4.17118 -0.043 0.001 -0.079
C 0.46870 -3.33801 4.62359 0.054 -0.038 0.004
C -0.28621 -2.55514 3.75539 0.081 0.143 0.044
C -1.05577 -1.37696 4.30094 -0.078 -0.191 0.153
C -0.34909 -2.89349 2.39508 -0.107 0.132 -0.195
N -1.02928 -1.99355 1.51540 -0.478 -0.658 0.317
C -2.25199 -2.38908 1.08810 0.055 0.198 0.099
O -2.78501 -3.49307 1.14906 0.048 0.086 0.040
C -3.05748 -1.18159 0.64450 0.302 0.104 0.398
C -4.35770 -1.17290 0.19221 -0.226 -0.096 -0.144
C -5.00255 0.05150 0.07620 -0.153 0.001 -0.048
C -4.35931 1.23119 0.43818 -0.255 0.111 -0.142
C -3.04900 1.15384 0.83410 0.307 -0.017 0.446
N -2.44172 -0.03028 0.93235 -1.179 0.102 -0.042
C -2.16911 2.31338 1.25766 0.338 -0.303 0.247
O -2.61248 3.44662 1.31522 -0.116 0.109 -0.228
N -0.89530 1.88905 1.56991 -0.314 0.733 0.413
C 0.04126 2.88879 1.97420 -0.266 -0.107 -0.203
C -0.25687 3.74559 3.05378 -0.146 -0.010 0.102
C -1.50492 3.57119 3.88701 0.131 0.068 0.009
C 0.64600 4.74448 3.40100 0.029 -0.006 -0.005
C 1.85231 4.89366 2.73205 -0.031 -0.031 0.000
C 2.17776 3.99233 1.73378 0.007 -0.046 -0.009
C 1.30076 2.97741 1.35372 0.038 -0.066 -0.081
C 1.80564 2.00265 0.30547 0.094 0.389 0.536
H 0.63703 -5.45788 0.33579 -0.029 0.080 0.028
H 0.46887 -3.77969 -0.20646 0.035 0.090 -0.029
H -0.95486 -4.66660 0.26779 0.068 0.002 0.048
H 1.43967 -5.76873 2.48433 -0.004 0.078 0.012
H 1.69467 -5.09095 4.85529 -0.050 0.049 -0.058
H 0.53890 -3.05037 5.66943 -0.024 -0.025 -0.063
H -0.56269 -0.96053 5.18512 -0.050 -0.067 -0.063
H -2.05859 -1.69833 4.59880 0.016 0.014 -0.007
H -1.18572 -0.59100 3.56378 -0.066 0.033 -0.058
H -4.83690 -2.11272 -0.05239 0.022 0.069 0.050
H -6.02399 0.08692 -0.28654 0.085 0.004 0.016
H -4.83706 2.19935 0.38712 -0.010 -0.023 -0.027
H -1.80112 2.51950 3.93802 0.030 0.033 0.002
H -2.34824 4.11085 3.45438 0.067 -0.023 0.020
H -1.33127 3.93630 4.90324 0.010 -0.038 -0.075
H 0.39162 5.41328 4.21803 0.027 -0.045 -0.029
H 2.54024 5.68816 3.00052 -0.046 -0.054 0.001
H 3.13658 4.06676 1.22576 -0.078 -0.017 0.049
H 2.76799 1.59142 0.62114 0.031 0.025 -0.006
H 1.92799 2.47678 -0.66476 -0.008 0.049 -0.124
H 1.14825 1.16964 0.10861 0.007 -0.061 -0.318
S -0.98931 1.34392 -1.39641 -0.127 -0.097 0.035
C -0.99295 -0.28240 -1.91396 -0.175 0.287 -0.516
S 0.24189 -1.25966 -1.20387 0.040 -0.545 -0.051
C -1.93283 -0.79205 -2.81040 -0.085 -0.378 -0.131
C -3.06570 -0.01755 -3.25032 0.342 -0.148 0.178
N -4.00175 0.57946 -3.57267 0.252 -0.193 0.048
C -1.84244 -2.15302 -3.27824 -0.138 0.275 0.095
N -1.77678 -3.23508 -3.68074 0.013 0.318 0.107
C 5.11666 1.46500 -5.13044 -0.015 0.163 -0.047
C 3.73852 1.78967 -4.55184 0.051 0.025 -0.102
C 2.77570 2.17678 -5.68103 0.072 0.093 -0.058
C 3.84914 2.98487 -3.59729 0.056 0.127 -0.089
Sb 2.72676 0.22773 -3.37530 -0.085 0.121 0.172
C 4.42649 -0.66474 -2.28664 0.024 -0.131 -0.016
C 5.43017 -1.46040 -3.12431 0.041 -0.039 0.166
C 5.14958 0.46814 -1.55196 0.051 -0.020 0.063
C 3.79401 -1.58146 -1.23079 0.092 -0.015 0.070
C 2.25075 -1.29471 -4.88434 0.052 0.020 -0.085
C 0.90619 -0.84694 -5.47340 -0.068 -0.111 -0.058
C 3.27902 -1.44789 -6.00647 -0.193 -0.092 -0.108
C 2.05255 -2.63886 -4.17809 -0.032 -0.060 -0.095
H 5.45264 2.29674 -5.77278 -0.030 -0.095 0.093
H 5.11554 0.55951 -5.74081 -0.020 0.077 0.035
H 5.86741 1.34229 -4.34506 -0.059 0.005 -0.066
H 3.07668 3.14702 -6.10822 -0.020 -0.131 0.036
H 1.74355 2.28225 -5.32765 0.099 0.025 0.001
H 2.77800 1.44527 -6.49384 -0.005 0.078 0.086
H 4.27052 3.84914 -4.13506 -0.050 -0.080 0.063
H 4.49822 2.77992 -2.74182 -0.052 0.030 -0.091
H 2.86910 3.28068 -3.20866 0.057 -0.032 -0.046
H 5.87935 -0.86186 -3.92026 -0.040 -0.044 0.073
H 4.97263 -2.34319 -3.57875 0.039 0.099 0.045
H 6.24748 -1.81767 -2.47389 -0.103 0.045 -0.093
H 5.77275 1.06338 -2.22575 -0.059 -0.064 0.079
H 5.80920 0.04234 -0.77843 -0.045 0.052 -0.101
H 4.45059 1.14981 -1.04948 0.091 -0.133 -0.051
H 3.21581 -2.40100 -1.66882 0.073 0.097 0.046
H 3.11568 -1.01468 -0.58297 0.113 -0.052 -0.099
H 4.58723 -2.02211 -0.60111 -0.109 0.061 -0.089
H 0.98758 0.09922 -6.01909 -0.010 -0.131 0.061
H 0.14300 -0.72346 -4.69728 0.102 -0.022 -0.081
H 0.53817 -1.61200 -6.17463 0.049 0.108 0.087
H 3.35969 -0.54386 -6.61538 0.001 -0.083 0.055
H 2.95969 -2.26278 -6.67743 0.044 0.111 0.085
H 4.27345 -1.69814 -5.63656 0.002 -0.022 0.018
H 1.34923 -2.57264 -3.34270 0.047 0.002 -0.100
H 2.99448 -3.05308 -3.80610 -0.068 0.029 -0.047
H 1.63326 -3.36002 -4.89574 0.047 0.068 0.089
C 4.74640 -0.36431 4.41316 0.009 -0.009 -0.022
C 3.44138 -0.30080 3.67322 0.199 0.009 0.171
C 2.40914 0.51704 4.10957 -0.106 0.122 0.144
C 1.21128 0.53226 3.42690 0.015 0.174 0.220
N 0.99111 -0.19740 2.33341 1.215 -0.142 0.678
C 1.97736 -1.00790 1.92677 0.184 -0.203 0.103
C 3.20279 -1.08342 2.55654 -0.042 -0.176 -0.217
H 5.08045 0.63289 4.70276 -0.007 -0.024 -0.008
H 5.52315 -0.83521 3.80957 -0.046 0.034 0.026
H 4.62656 -0.95262 5.32662 0.005 0.022 -0.033
H 2.53057 1.15391 4.97997 -0.029 -0.073 -0.074
H 0.38739 1.13967 3.76399 -0.031 0.130 -0.012
H 1.76262 -1.63931 1.07409 0.004 0.040 -0.103
H 3.96036 -1.75217 2.16291 -0.081 0.033 0.048
```
Forces are in eV/Å.

Energy above the lowest of the compared OMol25 structures with the same formula, charge and spin list, top to bottom, in kcal/mol: 15.6 94.8 20.2